w) DFT (ωB97M-V with the def2-TZVPD basis set) results for the molecule C4H9O2P.

Values from the calculation:
Structure (SMILES) ... CC(C)POC=O
Molar mass ... 120.09 g/mol
Gap between HOMO and LUMO ... 10.248 eV

```
! RIJCOSX wB97M-V def2-TZVPD def2/J DEFGRID3
* xyz 0 1
C 1.07 -0.56 -0.91
C 0.51 -0.30 0.57
C 1.02 1.00 1.20
P -1.28 -0.93 0.98
O -1.99 -0.61 -0.55
C -1.99 0.68 -0.92
O -1.62 1.57 -0.19
H 0.62 -1.55 -1.19
H 2.25 -0.55 -0.88
H 0.71 0.32 -1.44
H 0.88 -1.21 1.05
H 0.62 0.96 2.15
H 0.61 1.77 0.57
H 2.13 0.82 1.03
H -1.09 -2.31 0.43
H -2.43 0.90 -1.91
*
```

In the Löwdin picture, each atom carries the following charge in e:
1. C -0.106
2. C -0.617
3. C -0.104
4. P 0.998
5. O -0.367
6. C -0.427
7. O 0.020
8. H 0.070
9. H 0.108
10. H 0.054
11. H 0.052
12. H 0.033
13. H 0.056
14. H 0.098
15. H -0.016
16. H 0.148

=====

x) DFT (ωB97M-V with the def2-TZVPD basis set) results for a cluster of 4 separate species, C4H9O2P in total.

Values from the calculation:
Molar mass ... 120.09 g/mol
Gap between HOMO and LUMO (spin up / spin down) ... 5.116 / 5.129 eV

```
! RIJCOSX wB97M-V def2-TZVPD def2/J DEFGRID3
* xyz 0 1
C -0.76 1.24 1.25
C -1.16 0.22 1.98
C -0.78 -0.25 -2.15
C -2.14 -0.30 -2.02
O 0.53 -0.29 -5.66
O -3.29 0.70 -5.51
P -2.67 -0.53 -5.10
H -1.19 2.19 1.43
H 0.04 1.17 0.59
H -0.70 -0.81 2.06
H -1.96 0.13 2.74
H -0.10 -1.10 -2.09
H 1.41 -0.67 -5.68
H -0.42 0.80 -2.00
H -2.73 0.60 -2.08
H -2.64 -1.24 -1.99
*
```

In the Löwdin picture, each atom carries the following charge in e:
1. C -0.076
2. C -0.087
3. C -0.053
4. C -0.152
5. O -0.474
6. O -0.463
7. P 1.081
8. H 0.035
9. H 0.021
10. H 0.063
11. H 0.046
12. H 0.065
13. H -0.144
14. H 0.071
15. H 0.041
16. H 0.026

=====

y) DFT (ωB97M-V with the def2-TZVPD basis set) results for the molecule C4H9O2P.

Values from the calculation:
Structure (SMILES) ... C=C(C)OPOC
Molar mass ... 120.09 g/mol
Gap between HOMO and LUMO ... 10.047 eV

```
! RIJCOSX wB97M-V def2-TZVPD def2/J DEFGRID3
* xyz 0 1
C 1.18 0.45 1.70
C 0.82 -0.48 0.86
C 1.73 -0.89 -0.25
O -0.38 -1.20 0.98
P -1.42 -1.41 -0.19
O -1.39 0.05 -1.03
C -2.52 0.88 -0.89
H 0.56 0.90 2.42
H 2.15 0.78 1.62
H 2.63 -0.34 -0.04
H 1.88 -2.11 -0.29
H 1.43 -0.76 -1.31
H -0.72 -2.10 -1.30
H -3.35 0.21 -1.16
H -2.18 1.85 -1.35
H -2.70 1.15 0.10
*
```

In the Löwdin picture, each atom carries the following charge in e:
1. C 0.076
2. C -0.461
3. C -0.069
4. O -0.343
5. P 0.864
6. O -0.473
7. C -0.184
8. H 0.067
9. H 0.046
10. H 0.060
11. H 0.139
12. H 0.072
13. H -0.025
14. H 0.078
15. H 0.112
16. H 0.042

=====

Energy ordering: w) at the bottom, the next structure 0.489 eV above.

=====

w) DFT (ωB97M-V with the def2-TZVPD basis set) results for the ion C5H14N2OP with charge +1.

Values from the calculation:
Structure (SMILES) ... C[C@]1([PH2]=O)C[NH2+]CCN1
Molar mass ... 149.15 g/mol
Gap between HOMO and LUMO ... 9.222 eV

```
! RIJCOSX wB97M-V def2-TZVPD def2/J DEFGRID3
* xyz 1 1
C -2.03 -1.04 0.58
C -0.77 -0.26 0.20
P -1.38 1.31 -0.62
O -2.73 1.73 -0.23
C 0.05 -1.16 -0.72
N 1.36 -0.49 -1.12
C 1.92 0.57 -0.17
C 1.34 0.57 1.25
N 0.03 -0.06 1.39
H -2.66 -1.25 -0.29
H -1.74 -1.98 1.06
H -2.64 -0.46 1.27
H -0.35 2.22 -0.32
H -1.16 1.08 -2.00
H 0.32 -2.06 -0.16
H -0.46 -1.42 -1.64
H 1.22 -0.05 -2.03
H 2.06 -1.21 -1.27
H 1.74 1.52 -0.67
H 2.99 0.42 -0.14
H 1.34 1.62 1.56
H 2.04 0.05 1.91
H -0.50 0.35 2.15
*
```

In the Löwdin picture, each atom carries the following charge in e:
1. C -0.052
2. C -0.635
3. P 0.750
4. O -0.373
5. C -0.093
6. N 0.083
7. C -0.087
8. C -0.173
9. N -0.022
10. H 0.099
11. H 0.100
12. H 0.093
13. H 0.018
14. H 0.023
15. H 0.147
16. H 0.140
17. H 0.169
18. H 0.182
19. H 0.111
20. H 0.135
21. H 0.126
22. H 0.122
23. H 0.137

=====

x) DFT (ωB97M-V with the def2-TZVPD basis set) results for a cluster of 2 separate species, C5H14N2OP in total.

Values from the calculation:
Molar mass ... 149.15 g/mol
Gap between HOMO and LUMO ... 8.347 eV

```
! RIJCOSX wB97M-V def2-TZVPD def2/J DEFGRID3
* xyz 1 1
C -0.98 -0.55 0.35
C -2.06 -1.38 0.91
C -2.50 1.25 0.01
C -0.03 1.31 -0.85
C 3.17 -0.22 -1.00
N -1.12 0.63 -0.16
N 0.24 -1.04 0.20
O 2.66 1.11 1.34
P 2.56 -0.17 0.68
H -3.05 -1.42 0.22
H -1.82 -2.51 1.08
H -2.38 -1.15 2.01
H -3.18 0.78 -0.79
H -2.91 0.86 1.01
H -2.61 2.26 -0.01
H -0.46 1.83 -1.69
H 0.44 1.94 -0.08
H 0.64 0.52 -1.15
H 3.67 0.69 -1.48
H 3.90 -1.01 -1.11
H 2.42 -0.64 -1.67
H 0.49 -1.79 0.87
H 2.93 -1.32 1.31
*
```

In the Löwdin picture, each atom carries the following charge in e:
1. C -0.475
2. C -0.037
3. C 0.016
4. C -0.008
5. C -0.215
6. N -0.125
7. N 0.038
8. O -0.301
9. P 0.878
10. H 0.147
11. H 0.117
12. H 0.126
13. H 0.128
14. H 0.109
15. H 0.050
16. H 0.109
17. H 0.110
18. H 0.027
19. H 0.111
20. H 0.052
21. H 0.046
22. H 0.067
23. H 0.031

=====

Energy ordering: w) at the bottom, the next structure 1.567 eV above.

=====

w) DFT (ωB97M-V with the def2-TZVPD basis set) results for a cluster of 2 separate species, C4H10N2OS in total.

Values from the calculation:
Molar mass ... 134.20 g/mol
Gap between HOMO and LUMO ... 10.002 eV

```
! RIJCOSX wB97M-V def2-TZVPD def2/J DEFGRID3
* xyz 0 1
C 2.07 -0.05 -0.83
C 2.59 1.12 -0.07
C 1.51 0.24 0.49
C -1.95 -1.24 0.53
N -0.31 0.95 0.97
N -2.60 1.21 0.01
O -0.69 0.11 -1.44
S -1.20 0.30 -0.07
H 1.59 0.36 -1.72
H 2.81 -0.85 -0.99
H 3.49 1.13 0.50
H 2.33 2.08 -0.39
H 1.68 -0.45 1.27
H -1.76 -2.15 0.02
H -1.57 -1.47 1.51
H -3.02 -1.17 0.56
H -2.63 1.66 0.90
H -2.30 1.93 -0.62
*
```

In the Löwdin picture, each atom carries the following charge in e:
1. C -0.165
2. C -0.132
3. C -0.131
4. C -0.152
5. N -0.218
6. N -0.102
7. O -0.371
8. S 0.557
9. H 0.099
10. H 0.120
11. H 0.091
12. H 0.088
13. H 0.088
14. H 0.047
15. H 0.048
16. H 0.038
17. H 0.045
18. H 0.053

=====

x) DFT (ωB97M-V with the def2-TZVPD basis set) results for the molecule C4H10N2OS.

Values from the calculation:
Structure (SMILES) ... CN[C@@H](CS)C(N)=O
Molar mass ... 134.20 g/mol
Gap between HOMO and LUMO ... 9.392 eV

```
! RIJCOSX wB97M-V def2-TZVPD def2/J DEFGRID3
* xyz 0 1
C -0.17 -1.57 -1.46
N 0.79 -0.67 -0.85
C 0.31 0.49 -0.09
C -1.03 1.09 -0.55
S -1.54 2.56 0.37
C 0.26 0.06 1.39
N 1.47 -0.12 1.97
O -0.79 -0.14 1.97
H -1.04 -1.65 -0.82
H 0.33 -2.54 -1.60
H -0.45 -1.29 -2.48
H 1.56 -0.45 -1.46
H 1.04 1.27 -0.21
H -0.95 1.38 -1.60
H -1.80 0.34 -0.44
H -1.73 1.97 1.55
H 1.47 -0.50 2.90
H 2.28 -0.25 1.40
*
```

In the Löwdin picture, each atom carries the following charge in e:
1. C -0.115
2. N -0.084
3. C -0.354
4. C -0.529
5. S 0.727
6. C -0.521
7. N 0.167
8. O 0.031
9. H 0.080
10. H 0.078
11. H 0.078
12. H 0.106
13. H 0.131
14. H 0.078
15. H 0.060
16. H -0.143
17. H 0.110
18. H 0.099

=====

y) DFT (ωB97M-V with the def2-TZVPD basis set) results for the molecule C4H10N2OS.

Values from the calculation:
Structure (SMILES) ... CC(C)N(S)C(N)=O
Molar mass ... 134.20 g/mol
Gap between HOMO and LUMO ... 10.022 eV

```
! RIJCOSX wB97M-V def2-TZVPD def2/J DEFGRID3
* xyz 0 1
C 2.05 -0.72 -1.04
C 1.02 -0.77 0.10
C 1.66 -0.45 1.45
N -0.12 0.11 -0.22
S 0.14 1.80 -0.26
C -1.44 -0.33 -0.01
N -1.62 -1.72 -0.16
O -2.35 0.40 0.31
H 2.46 0.31 -1.10
H 1.60 -0.93 -2.01
H 2.86 -1.44 -0.87
H 0.57 -1.76 0.20
H 0.89 -0.40 2.23
H 2.20 0.52 1.38
H 2.37 -1.25 1.69
H -0.16 2.09 1.01
H -1.09 -2.16 -0.92
H -2.59 -1.98 -0.19
*
```

In the Löwdin picture, each atom carries the following charge in e:
1. C -0.079
2. C -0.492
3. C -0.076
4. N -0.410
5. S 0.846
6. C -0.630
7. N 0.129
8. O 0.039
9. H 0.071
10. H 0.075
11. H 0.083
12. H 0.119
13. H 0.084
14. H 0.072
15. H 0.085
16. H -0.115
17. H 0.107
18. H 0.096

=====

z) DFT (ωB97M-V with the def2-TZVPD basis set) results for a structure of composition C4H10N2OS.

Values from the calculation:
Molar mass ... 134.20 g/mol
Gap between HOMO and LUMO ... 6.237 eV

```
! RIJCOSX wB97M-V def2-TZVPD def2/J DEFGRID3
* xyz 0 1
O 0.89 -1.79 -2.29
C 0.90 -2.25 -1.18
N 0.92 -1.50 0.02
C 0.01 -0.36 -0.25
C 0.74 0.85 -0.81
S -0.90 3.62 1.56
C -0.70 -0.01 1.06
N -1.83 0.90 1.03
H 0.71 -3.34 -1.08
H 1.83 -1.43 -0.47
H -0.86 -0.68 -0.83
H 0.97 0.79 -1.87
H 0.25 1.83 -0.68
H 1.71 0.94 -0.29
H -0.95 -0.99 1.48
H 0.06 0.47 1.72
H -1.55 1.91 0.93
H -2.20 1.04 1.97
*
```

In the Löwdin picture, each atom carries the following charge in e:
1. O 0.074
2. C -0.370
3. N 0.059
4. C -0.397
5. C -0.051
6. S 0.146
7. C -0.263
8. N 0.030
9. H 0.141
10. H 0.120
11. H 0.146
12. H 0.075
13. H 0.048
14. H 0.092
15. H 0.123
16. H 0.121
17. H -0.171
18. H 0.077

=====

Energy ordering: y) at the bottom, the next structure 0.208 eV above.

=====

w) DFT (ωB97M-V with the def2-TZVPD basis set) results for the molecule C4H10N2OS.

Values from the calculation:
Structure (SMILES) ... NCNC(=O)CCS
Molar mass ... 134.20 g/mol
Gap between HOMO and LUMO ... 9.665 eV

```
! RIJCOSX wB97M-V def2-TZVPD def2/J DEFGRID3
* xyz 0 1
N -1.94 -1.04 -2.17
C -0.65 -0.82 -1.74
N -0.96 0.21 -0.56
C -0.40 0.21 0.75
O -1.06 0.52 1.66
C 1.10 -0.14 0.65
C 1.88 0.50 1.84
S 1.75 2.24 1.71
H -2.74 -1.06 -1.48
H -2.22 -0.70 -3.12
H 0.02 -0.25 -2.49
H -0.39 -1.87 -1.37
H -1.84 0.64 -0.67
H 1.28 -1.27 0.87
H 1.32 0.20 -0.39
H 2.96 0.10 1.77
H 1.43 0.18 2.75
H 0.47 2.35 2.00
*
```

In the Löwdin picture, each atom carries the following charge in e:
1. N -0.072
2. C -0.263
3. N 0.043
4. C -0.565
5. O 0.090
6. C -0.204
7. C -0.609
8. S 0.735
9. H 0.115
10. H 0.094
11. H 0.143
12. H 0.131
13. H 0.084
14. H 0.142
15. H 0.110
16. H 0.109
17. H 0.056
18. H -0.137

=====

x) DFT (ωB97M-V with the def2-TZVPD basis set) results for the molecule C4H10N2OS.

Values from the calculation:
Structure (SMILES) ... C/N=C(\CCO)NS
Molar mass ... 134.20 g/mol
Gap between HOMO and LUMO ... 9.994 eV

```
! RIJCOSX wB97M-V def2-TZVPD def2/J DEFGRID3
* xyz 0 1
C 1.73 -1.55 0.07
N 0.38 -1.51 -0.46
C -0.41 -0.58 -0.10
C -0.12 0.57 0.83
C 0.20 1.84 0.01
O 1.28 1.66 -0.87
N -1.64 -0.53 -0.80
S -3.08 0.06 -0.15
H 1.74 -1.78 1.14
H 2.25 -2.36 -0.44
H 2.26 -0.60 -0.07
H 0.69 0.33 1.46
H -0.97 0.76 1.45
H -0.71 2.23 -0.52
H 0.51 2.63 0.68
H 0.99 1.04 -1.55
H -1.74 -1.32 -1.43
H -3.37 -0.89 0.77
*
```

In the Löwdin picture, each atom carries the following charge in e:
1. C -0.138
2. N 0.022
3. C -0.455
4. C -0.128
5. C -0.259
6. O -0.058
7. N -0.396
8. S 0.747
9. H 0.079
10. H 0.069
11. H 0.073
12. H 0.091
13. H 0.084
14. H 0.126
15. H 0.114
16. H 0.088
17. H 0.082
18. H -0.142

=====

Energy ordering: x) at the bottom, the next structure 0.696 eV above.